ORCA calculation (wB97M-V/def2-TZVPD) on a 2-piece molecular cluster, ClHNO3P overall.

Results
M: 129.44 g mol⁻¹
Frontier orbital gap: 5.5 eV
Energy above the lowest of the compared OMol25 structures with the same formula, charge and spin: 0.412 eV
Charge: -2

```
7
Properties=species:S:1:pos:R:3:mulliken_charge:R:1
N 2.27884 -1.85661 -0.90833 -0.631
O -0.30448 2.25192 0.77492 -0.637
O -1.66076 0.89913 2.42582 -0.659
O -2.32530 0.80602 -0.02399 -0.630
P -1.39027 1.27007 1.01094 0.920
Cl 1.90171 -2.23237 -2.62153 -0.436
H 1.50025 -1.13817 -0.65784 0.074
```

ORCA calculation (wB97M-V/def2-TZVPD) on a 2-piece molecular cluster, C2H2Cl3NO overall.

Results
M: 162.40 g mol⁻¹
Frontier orbital gap: 11.2 eV
SMILES: C#[N+][O-].ClC(Cl)Cl
Energy above the lowest of the compared OMol25 structures with the same formula, charge and spin: 3.533 eV
Charge: 0

```
9
Properties=species:S:1:pos:R:3:mulliken_charge:R:1
C 1.69826 -1.96788 0.38794 -0.241
C -1.26448 1.01503 -0.20273 0.175
N 1.74501 -0.87197 0.01753 0.426
O 1.50403 0.20718 -0.40758 -0.606
Cl -2.84871 0.98621 -1.07805 -0.162
Cl -1.14751 2.65546 0.39995 -0.139
Cl -1.26887 -0.26846 0.94870 -0.134
H 2.00435 -2.74833 0.81079 0.425
H -0.42208 0.99277 -0.87655 0.255
```

ORCA calculation (wB97M-V/def2-TZVPD) on a 2-piece molecular cluster, H3N2P overall.

Results
M: 62.01 g mol⁻¹
Frontier orbital gap: 9.1 eV
Energy above the lowest of the compared OMol25 structures with the same formula, charge and spin: 4.871 eV
Charge: 0

```
6
Properties=species:S:1:pos:R:3:mulliken_charge:R:1
N 0.78305 0.24122 -0.29666 -0.272
N 0.09052 -0.54781 0.62367 -0.368
P -0.84939 -0.20437 -0.77923 0.141
H 1.03322 1.23588 -0.02205 0.260
H 0.39748 -2.03397 0.09818 0.218
H -1.41985 1.01568 -0.62794 0.021
```

ORCA calculation (wB97M-V/def2-TZVPD) on a 9-piece molecular cluster, C39H88F6N9O15S6 overall.

Results
M: 1229.57 g mol⁻¹
Frontier orbital gap: 3.8 eV
Charge: +3

```
163
Properties=species:S:1:pos:R:3:mulliken_charge:R:1
C -5.45311 0.55897 0.51023 0.113
C -4.77820 1.88621 0.62634 0.550
O -5.04294 2.69267 1.45995 -0.419
N -3.61632 2.17736 -0.34164 0.492
H -2.91365 1.41945 -0.22753 -0.070
H -3.81047 2.15771 -1.34026 0.479
C -2.87389 3.48441 -0.10077 -0.911
H -4.90705 -0.14172 -0.12754 -0.190
H -6.37695 0.62467 -0.06637 0.541
H -5.50702 0.08439 1.48664 -0.392
H -2.67852 3.52295 0.96914 0.339
H -3.58353 4.28941 -0.28024 0.424
H -1.96939 3.51866 -0.70401 0.312
C -2.74261 -2.23976 -2.31696 -0.998
C -3.03155 -3.12923 -1.15395 0.394
O -3.80058 -2.92347 -0.27511 -0.443
N -2.22190 -4.41627 -1.11986 -0.041
H -2.89931 -5.17675 -1.15371 0.406
H -1.67025 -4.44943 -1.97237 0.384
C -1.35034 -4.52054 0.14515 -0.717
H -3.43973 -2.56447 -3.09283 0.550
H -1.70665 -2.35491 -2.64334 0.357
H -2.78053 -1.16498 -2.15480 0.149
H -0.90810 -5.50866 0.24497 0.381
H -1.99823 -4.16542 0.94377 0.370
H -0.50178 -3.84001 0.08288 0.179
C 3.24786 0.23650 -6.04872 -2.283
C 2.43742 0.96488 -7.13307 2.045
C 1.98876 -0.08990 -8.21084 -1.462
C 0.79172 -0.98803 -7.81741 -0.536
C -0.35525 -0.17148 -7.32174 -1.524
C -0.05724 0.78829 -6.14243 1.828
N 1.17757 1.55641 -6.45450 0.721
O 1.40459 2.53165 -5.70252 -0.247
C 0.19068 -0.06652 -4.84824 -1.849
C -1.25615 1.69201 -5.97796 -1.720
C 3.29789 2.09265 -7.74614 -1.516
H 4.12106 -0.29316 -6.42695 0.676
H 2.75597 -0.56538 -5.49695 0.134
H 3.50880 0.95531 -5.27004 0.660
H 2.83896 -0.74323 -8.39865 0.523
H 1.65097 0.42011 -9.11357 0.450
H 1.06018 -1.69617 -7.02560 0.251
H 0.56973 -1.69993 -8.61221 0.462
H -1.17269 -0.82077 -7.00559 0.532
H -0.78473 0.38590 -8.15829 0.424
H -0.64789 -0.66187 -4.48117 0.387
H 0.45542 0.55420 -3.99186 0.443
H 0.88469 -0.88920 -5.01046 0.204
H -1.14661 2.20185 -5.01909 0.335
H -2.16882 1.11105 -5.84526 0.376
H -1.43801 2.38515 -6.79721 0.473
H 3.53771 1.89630 -8.79113 0.429
H 4.27590 2.10281 -7.26513 0.370
H 2.92135 3.11268 -7.69168 0.334
C 4.70081 2.29873 1.23341 -1.732
C 3.69828 1.69590 2.21322 0.944
C 3.41546 2.50272 3.47558 -1.165
N 1.99316 2.29420 4.02830 0.737
C 1.73806 0.79838 4.13107 -1.233
C 1.93129 2.90855 5.44282 -0.594
C 0.71654 3.81445 5.44320 -0.792
C -0.15283 3.41975 4.25146 -0.319
C 0.92858 3.08103 3.20478 0.120
H 4.71853 3.38543 1.11429 0.423
H 4.59024 1.97345 0.19911 0.292
H 5.74757 2.18970 1.52830 0.468
H 4.00863 0.70444 2.54367 0.405
H 2.75774 1.59171 1.66741 -0.496
H 3.53269 3.58320 3.39899 0.567
H 4.15831 2.15341 4.19382 0.494
H 0.74953 0.77671 4.59198 0.718
H 2.39465 0.31143 4.84777 0.184
H 1.69125 0.43397 3.10970 0.191
H 1.82813 2.18231 6.24741 0.343
H 2.82017 3.50838 5.62448 0.362
H 0.10352 3.85239 6.34267 0.408
H 1.08548 4.83167 5.30310 0.314
H -0.78949 2.55292 4.42655 -0.029
H -0.70519 4.26647 3.84628 0.556
H 0.54351 2.45557 2.40172 -0.568
H 1.37160 3.99776 2.81947 0.589
C -6.42780 -2.71353 2.64447 -1.465
C -5.59254 -2.01587 3.73838 0.525
C -6.20970 -0.76707 4.39277 -1.035
N -5.49322 -0.23849 5.59746 0.650
C -4.36687 0.57114 4.99597 -1.179
C -5.01669 -1.30253 6.59851 -0.061
C -4.84417 -0.52110 7.89987 -0.767
C -5.74072 0.67246 7.81559 -0.564
C -6.38711 0.66083 6.43716 -0.691
H -6.10567 -3.73153 2.43186 0.389
H -6.49664 -2.23822 1.66383 0.184
H -7.46854 -2.76126 2.97512 0.432
H -4.68375 -1.72168 3.20701 -0.421
H -5.30607 -2.76333 4.47655 0.555
H -7.20714 -1.09556 4.69916 0.508
H -6.43940 -0.01263 3.64046 0.435
H -3.80482 0.84014 5.89340 0.548
H -4.57291 1.49834 4.46618 0.220
H -3.69747 -0.08960 4.44805 0.217
H -4.09324 -1.81264 6.33451 -0.261
H -5.88785 -1.94393 6.72665 0.573
H -3.80747 -0.33404 8.17471 0.247
H -5.24657 -1.10723 8.72651 0.483
H -5.17866 1.58289 8.02931 0.292
H -6.46305 0.63067 8.62927 0.351
H -6.58148 1.62572 5.97286 0.440
H -7.36891 0.20266 6.56271 0.421
C 3.27746 -1.45049 -0.89248 -0.779
C 4.35808 -2.29912 -1.56809 -0.488
C 4.67941 -1.94925 -3.00179 -0.571
N 6.03718 -2.48279 -3.44665 0.331
C 7.18908 -1.92863 -2.63605 -0.934
C 6.25131 -2.26416 -4.92949 0.044
C 6.78326 -3.50710 -5.62940 -0.890
C 7.04195 -4.44621 -4.46527 -0.774
C 6.05824 -4.06500 -3.32428 -0.556
H 2.73100 -2.00926 -0.13361 0.342
H 2.51424 -1.13731 -1.60318 -0.089
H 3.81048 -0.63504 -0.40678 0.144
H 4.18446 -3.37880 -1.54031 0.424
H 5.21548 -2.25894 -0.89341 0.322
H 4.85837 -0.87943 -3.15152 0.358
H 3.83757 -2.12691 -3.67118 0.288
H 7.03514 -0.84973 -2.63012 0.358
H 8.11893 -2.17187 -3.14367 0.440
H 7.16508 -2.28315 -1.60971 0.362
H 6.73975 -1.37451 -5.32452 0.570
H 5.23089 -2.17553 -5.30814 -0.188
H 7.60425 -3.25358 -6.29928 0.375
H 6.06770 -3.90486 -6.35017 0.353
H 8.06154 -4.31210 -4.10497 0.318
H 6.85822 -5.47324 -4.77616 0.440
H 6.30888 -4.35017 -2.30743 0.384
H 5.05943 -4.35317 -3.65043 0.390
N -2.24332 -3.59875 5.80878 -0.293
S -1.39300 -2.67194 4.97171 0.975
O 0.00208 -2.93996 4.77193 -0.621
O -1.84053 -1.29207 4.93113 -0.289
F -2.04103 -3.22690 3.55914 -0.370
S -1.48426 -3.21606 7.21057 1.047
O -1.48376 -1.82976 7.62920 -0.566
O -0.41409 -4.07069 7.63861 -0.590
F -2.63292 -3.74526 8.17885 -0.300
N -1.73982 0.29464 -0.04324 0.077
S -0.29213 0.28445 -0.54996 0.438
O 0.19727 -0.85470 -1.28567 -0.553
O 0.74963 0.99277 0.15793 -0.563
F -0.58422 1.29637 -1.80766 -0.202
S -1.37206 -0.48914 1.42351 0.207
O -1.19993 0.37020 2.55919 -0.336
O -0.70184 -1.74446 1.46804 -0.379
F -2.89950 -0.90512 1.63467 -0.020
N 0.02517 5.80229 -1.75436 -0.335
S 0.58480 7.11552 -0.83874 1.022
O 1.43987 8.05829 -1.49770 -0.571
O 0.76497 6.90341 0.56764 -0.529
F -0.80658 7.91771 -0.84439 -0.281
S 1.20313 4.90937 -1.36697 0.789
O 1.10088 4.28185 -0.05485 -0.273
O 2.53141 5.22087 -1.77812 -0.584
F 0.83734 3.65485 -2.29346 -0.246
```

ORCA calculation (wB97M-V/def2-TZVPD) on C16H37BCoN2OP2 as an isolated structure.

Results
M: 405.18 g mol⁻¹
Frontier orbital gap (alpha / beta): 5.5 / 6.0 eV
Energy above the lowest of the compared OMol25 structures with the same formula, charge and spin: 1.079 eV
<S²>: 8.802
Charge: +2
2S+1: 6

```
60
Properties=species:S:1:pos:R:3:mulliken_charge:R:1
Co -0.11329 -0.11774 0.72080 -0.766
H 2.83908 0.08500 -2.69960 -0.294
H 0.56107 0.00302 -0.49987 0.581
P 0.24377 -2.07667 -0.12901 1.304
P 0.32082 1.87684 0.08427 1.234
C 1.80851 2.55532 0.86335 -1.494
H 1.65340 3.62943 0.98060 0.585
H 1.91229 2.09875 1.84231 0.282
H 2.67618 2.30913 0.24727 0.390
C 0.63895 2.51950 -1.64048 -1.029
H -0.30174 2.71150 -2.18576 0.466
H 1.15703 3.47849 -1.44751 0.498
H 1.25234 1.84172 -2.25384 0.131
C -0.88623 3.14954 0.55034 -1.508
H -1.53695 2.75940 1.33895 0.422
H -0.38962 4.07916 0.89216 0.421
H -1.48500 3.34624 -0.35190 0.449
C 1.12670 -2.67518 -1.63752 -1.152
H 1.56745 -3.65761 -1.36619 0.458
H 0.43260 -2.84664 -2.47686 0.411
H 1.90867 -1.96251 -1.95372 0.263
C 1.09935 -3.27409 0.99382 -1.844
H 0.85862 -3.06216 2.04412 0.323
H 0.75998 -4.28424 0.74012 0.743
H 2.18656 -3.23097 0.83109 0.373
C -1.29730 -3.04712 -0.39280 -1.563
H -1.60632 -3.00668 -1.44477 0.433
H -1.13028 -4.09592 -0.10730 0.429
H -2.07779 -2.62846 0.24796 0.403
C -1.75965 -0.24434 1.19716 -0.179
O -2.92491 -0.23188 1.43120 -0.304
H -1.96465 -0.79001 -1.98757 0.204
H -1.98386 0.84105 -1.93241 0.239
H -0.25680 0.92253 -4.07118 -0.043
H -0.61271 -1.00714 -4.16915 -0.062
B -0.91746 0.02893 -3.59393 0.225
N -1.85345 0.04748 -2.55169 -0.374
H 2.74219 0.45953 -3.36641 0.304
C 3.92026 0.66612 3.90670 -0.695
N 3.88884 -0.72721 3.53459 0.363
C 4.29325 -1.62477 4.58084 -0.773
C 2.82652 -1.19810 2.61808 -1.384
C 1.45780 -0.78092 3.05915 -0.393
C 0.92520 -1.32738 4.23184 -0.245
C -0.08079 -0.64162 4.92622 -1.112
C -0.51751 0.60926 4.50287 -0.454
C -0.04145 1.12352 3.28797 0.045
C 0.71190 0.26909 2.45109 1.199
H 4.85548 0.88740 4.46555 0.401
H 3.07498 0.94375 4.57666 0.320
H 3.84376 1.27668 2.99377 0.241
H 3.53394 -1.70956 5.38340 0.362
H 4.42434 -2.63644 4.16898 0.356
H 5.22098 -1.27541 5.06609 0.360
H 3.08700 -0.76206 1.65163 0.264
H 2.97636 -2.28584 2.54803 0.242
H 1.26397 -2.27482 4.68115 0.624
H -0.56586 -1.12124 5.78254 0.433
H -1.33065 1.12542 5.04871 0.427
H -0.43651 2.10192 2.94628 0.461
```

ORCA calculation (wB97M-V/def2-TZVPD) on C2HBr2NO2 as an isolated structure.

Results
M: 230.84 g mol⁻¹
Frontier orbital gap: 10.2 eV
Energy above the lowest of the compared OMol25 structures with the same formula, charge and spin: 0.000 eV
Charge: 0

```
8
Properties=species:S:1:pos:R:3:mulliken_charge:R:1
C 2.21838 0.01178 0.32017 -0.134
C -1.33544 0.13589 -0.57962 0.439
N 1.12243 -0.14020 0.75550 0.330
O -0.43418 0.17482 -1.34876 -0.388
O 0.07875 -0.21722 1.40268 -0.513
Br -2.24310 -1.53083 -0.00418 -0.092
Br -2.34530 1.61581 -0.13466 -0.008
H 2.93846 -0.05005 -0.41113 0.365
```